Entry 1:
C24H58GaN14O28P2 as an isolated structure at a distorted geometry, computed with ωB97M-V/def2-TZVPD.

Each line ends with the Mulliken charge.
Positions of all 127 atoms, in Å:
H1 -0.51348 -10.81774 -0.78681  0.341
O1 -2.42870 -4.20252 -0.19339  -0.468
N1 6.60780 -1.76255 1.04050  0.305
H2 4.69835 4.65072 -1.40395  0.308
H3 -4.36224 9.64212 1.21614  0.082
H4 -8.26803 3.37004 3.59626  0.315
H5 0.96788 -6.94980 1.18890  -0.148
N2 -7.42766 5.07708 4.48462  0.882
O2 -1.72389 10.86212 -5.20234  -0.539
C1 -1.90191 0.73270 2.07558  -0.252
O3 -4.64412 9.22405 -1.32202  -0.490
P1 -1.07362 -5.09318 -0.12091  0.707
C2 -2.79210 -6.94079 -3.34731  -0.491
N3 -2.11585 -10.39182 -2.05816  0.932
N4 -2.60624 7.78637 2.59485  0.943
C3 10.64727 2.31360 -0.25487  -0.770
H6 -5.47900 7.02344 5.85060  0.201
N5 0.61979 -10.02452 -6.01234  0.885
H7 -1.68392 6.27173 1.49281  0.283
C4 -1.77615 6.55738 2.53708  -0.706
C5 8.07448 -1.77809 0.94960  -0.827
H8 6.64788 -1.33998 -0.97306  0.624
H9 -0.08259 -9.98782 -2.31679  0.260
O4 -2.11887 8.78664 3.07786  -0.553
N6 2.64392 -8.14267 1.67140  0.966
C6 -0.81415 0.17194 1.47156  -0.122
O5 -3.73704 7.71002 2.15041  -0.545
O6 -2.95830 3.56529 0.93844  -0.452
H10 8.34989 -2.38242 0.07350  0.325
O7 0.80892 -9.94959 -4.81557  -0.536
H11 -4.45135 10.14808 -4.17274  0.252
N7 -3.55783 3.28843 -0.08081  0.895
C7 -1.08578 -0.71920 0.42809  0.129
H12 10.23333 2.97154 -1.01307  0.283
O8 11.08167 0.10248 -0.78967  -0.530
H13 0.67706 -8.25736 2.35795  0.303
O9 -2.44024 11.50498 -3.27349  -0.535
H14 3.21007 -2.64792 -0.48072  0.285
C8 1.18196 -7.97823 1.43806  -0.147
H15 0.19716 0.40652 1.77393  0.311
N8 -3.48438 -0.36039 0.72304  -0.660
N9 -3.83520 5.75109 5.55592  0.946
H16 4.26536 -3.68776 2.28907  0.217
O10 -6.45713 10.28165 -0.83637  -0.547
H17 -3.39583 -7.70068 -2.86720  0.256
O11 -1.24219 -6.01861 1.26850  -0.530
H18 -2.63497 -1.56424 -0.70181  0.522
H19 -2.84978 -5.99914 -2.81447  0.216
O12 1.08493 -10.87332 -6.74330  -0.545
O13 -2.19979 -11.44225 -2.65632  -0.570
O14 6.48476 -2.49399 3.18297  -0.660
C9 -4.40846 7.11538 5.71346  -0.488
C10 -4.65256 10.49112 0.60210  -0.473
H20 1.57531 -4.52526 -0.81763  -0.001
H21 -4.98407 4.42823 -1.09749  0.291
N10 -2.45930 10.77397 -4.24199  0.870
H22 -3.78376 11.05996 0.28234  0.277
C11 -0.78708 -10.03584 -1.48989  -0.461
H23 -0.80558 6.77423 2.96660  0.296
C12 2.17107 -0.74219 -0.04718  -0.654
H24 3.48148 -1.92008 1.14721  0.020
H25 2.06364 -0.26751 0.93487  0.370
N11 -5.30950 9.95637 -0.61888  0.895
C13 -0.25646 -8.98633 -6.62092  -0.665
H26 -3.27926 9.05870 -3.37522  0.207
O15 -1.01789 -6.02984 -1.26261  -0.466
H27 5.82333 -2.84299 -0.66675  0.258
C14 -4.95017 3.79757 -0.21394  -0.716
H28 -9.39132 4.37150 4.56320  0.291
N12 -3.35029 -6.72591 -4.70962  0.933
C15 4.66178 -0.99117 -0.37363  -0.528
C16 -3.21920 0.46073 1.72595  -0.722
O16 -3.12737 2.63200 -0.99891  -0.521
H29 -5.60116 2.93459 -0.32258  0.319
O17 -6.69876 5.17791 3.52379  -0.474
O18 -4.59197 4.80897 5.60109  -0.513
O19 5.65937 2.52033 0.47611  -0.515
H30 10.25195 2.55309 0.72806  0.303
H31 5.67634 -4.69913 2.20523  0.467
H32 -4.17946 7.67393 4.81073  0.141
H33 5.72614 3.52870 -2.34783  0.304
H34 -3.37351 9.11775 -5.15958  0.327
H35 -1.22721 -9.05480 -6.14036  0.254
O20 9.02315 0.72299 -0.61779  -0.473
H36 6.38629 4.34269 -0.89789  0.290
H37 4.54449 -0.79897 -1.44992  0.508
H38 2.43756 0.04952 -0.75206  0.164
C17 -8.39356 3.94672 4.50515  -0.800
H39 11.73058 2.34829 -0.25844  0.304
H40 -8.17172 3.34520 5.38168  0.300
C18 -2.41911 -0.89490 0.13040  -0.219
H41 -3.93695 7.56596 6.58234  0.293
O21 -4.50110 -6.35770 -4.79520  -0.580
C19 5.95658 -1.82719 -0.27468  -1.143
N13 5.02635 2.78352 -0.52578  0.873
O22 3.35018 -7.16756 1.55092  -0.512
C20 -3.47239 9.68379 -4.24048  -0.584
C21 6.11698 -2.65062 2.02219  0.563
H42 8.54262 -2.21744 1.82790  0.408
O23 -7.44374 5.82535 5.44087  -0.527
H43 -0.33535 -9.17913 -7.68436  0.324
Ga1 0.43537 -1.67498 -0.57125  0.086
O24 4.03799 2.20405 -0.91338  -0.456
H44 -1.76325 -7.26298 -3.43907  0.250
H45 -2.28823 5.78984 3.10632  0.222
H46 0.20098 -1.50097 -2.14761  -0.329
H47 4.75401 -0.03014 0.12896  0.268
H48 -1.99297 -5.62959 1.73810  0.300
H49 -4.04090 0.91449 2.27231  0.448
H50 0.20094 -8.01973 -6.43336  0.272
H51 -3.15647 -4.84365 -0.20248  0.288
O25 -2.60948 -6.93872 -5.65207  -0.568
H52 0.90762 -8.64036 0.62280  0.113
O26 3.02934 -9.25774 1.96995  -0.606
H53 -1.73371 1.43672 2.89018  0.400
O27 -3.02302 -9.60298 -1.88951  -0.567
P2 0.70718 -3.92974 0.13229  -0.263
H54 -5.19846 4.36353 0.67764  0.206
C22 5.50123 3.92090 -1.36041  -0.815
N14 10.21641 0.92758 -0.58324  0.858
C23 3.39160 -1.72488 0.07590  -0.377
C24 5.19491 -3.83380 1.74227  -0.983
H55 8.44352 -0.76385 0.77866  0.063
H56 -5.35869 11.12462 1.12628  0.301
O28 -2.63191 5.67072 5.38878  -0.560
H57 -0.87314 -9.07290 -0.99471  0.052
H58 5.03817 -4.08263 0.69634  0.230

Values from the calculation:
**Lowest unoccupied orbital energy**: 1.2 eV
**Highest occupied orbital energy**: -0.198 hartree
**Total charge**: -1
**DFT total energy**: -6429.0563 hartree
**Gap between HOMO and LUMO**: 6.530 eV



Entry 2:
C24H58MnO14P as an isolated structure at a distorted geometry, computed with ωB97M-V/def2-TZVPD.

Each line ends with the Mulliken charge.
Positions of all 98 atoms, in Å:
H1 -1.10860 -1.84416 21.28515  -0.829
C1 -2.39585 2.32405 19.04982  -1.278
O1 1.74034 1.11283 20.04793  -0.102
C2 0.53366 -3.17610 21.34640  -2.272
C3 -2.18532 0.46589 24.32177  -1.077
O2 -0.25315 -0.00552 17.50572  -0.773
H2 -4.37018 -0.27613 20.82643  0.047
C4 0.51059 0.42990 20.09938  -0.006
H3 -1.81639 -4.48483 17.91383  0.254
C5 -0.70534 -4.31966 26.80672  -0.801
C6 2.12351 -2.28636 23.18807  1.256
H4 -1.83119 -2.28457 15.81011  0.330
C7 -2.91427 0.85907 19.12835  -0.457
H5 4.73026 -0.42990 22.43636  0.723
Mn1 -0.36607 -1.50277 25.22946  0.811
C8 -2.29784 -2.45420 26.64940  -0.587
O3 -1.96970 -2.02436 17.78597  -0.301
C9 3.90621 -1.53675 20.71279  0.892
H6 -0.93645 1.94314 20.64230  -0.376
H7 -2.39801 0.64763 22.16059  0.612
O4 -1.84341 -0.59551 25.18046  -0.335
O5 2.44039 -4.71223 23.64138  -0.378
C10 2.44194 1.04151 18.77881  -0.575
H8 1.49502 -1.46996 23.54386  -0.276
O6 -0.01375 1.43264 22.36767  -0.444
H9 -0.40827 -2.89414 16.80189  0.256
H10 -0.03637 0.34402 19.16047  0.148
H11 -1.35465 0.33037 21.20443  -0.830
H12 3.48118 -0.75033 20.08909  -1.080
C11 3.69562 3.91570 18.79823  -0.745
C12 -1.98776 -4.17832 16.88194  -1.192
H13 -2.99686 -3.23173 26.95747  0.513
O7 3.94383 2.75896 19.59039  -0.367
H14 0.97291 -3.95955 20.72887  0.449
C13 -0.62559 -2.50638 20.56663  1.689
H15 -1.30804 2.28758 19.10845  0.209
C14 3.88512 1.47900 18.92211  -0.546
H16 -5.39708 -1.33796 21.68267  0.430
H17 -3.77228 -1.93228 21.35055  0.236
H18 -3.67850 0.91228 19.90373  -0.139
H19 1.99033 1.65898 18.00235  0.360
C15 0.43072 0.37012 23.16639  -0.944
H20 1.28162 -0.13445 22.70872  -0.320
C16 2.03196 -3.45458 24.16057  -1.053
H21 -3.84095 -1.21768 25.74618  0.548
C17 -0.54042 1.05092 21.12728  0.677
C18 -2.62886 -0.07977 22.93886  1.287
H22 5.22247 -3.79150 20.99409  0.263
H23 -0.71805 -4.10604 27.87550  0.377
H24 0.20614 -3.63097 22.28125  0.843
H25 -0.33663 -0.37464 23.37761  0.352
H26 2.50521 -3.18099 25.10358  0.429
H27 2.37351 0.03275 18.37162  0.350
H28 2.77350 3.98254 18.22088  0.264
H29 -2.96474 -2.19721 24.57053  0.201
H30 4.58625 3.98909 18.17415  0.363
H31 4.37081 -4.89536 24.36220  0.302
H32 -2.63061 2.75861 18.07816  0.366
H33 4.51390 1.43778 18.03271  0.420
H34 -1.94700 -0.91857 22.79896  -0.185
H35 0.72039 -0.59134 20.41741  0.200
H36 -2.02112 -1.70790 27.39409  0.283
C19 3.81321 -0.95434 22.16787  -0.313
O8 -0.02739 -1.80926 19.48524  0.153
O9 -1.93031 -0.09471 19.54196  0.493
C20 3.80520 -4.95630 23.43243  -0.334
H37 -3.06265 -4.27716 16.73043  0.311
H38 -2.96524 1.05879 24.79957  0.523
H39 -1.33755 -5.18804 26.62142  0.297
O10 -1.08165 -3.04914 26.18494  -0.064
H40 6.81678 -3.27727 20.54969  0.360
H41 4.04010 -5.94126 23.02900  0.346
C21 5.88346 -2.92479 20.98877  -0.773
C22 -1.48965 -2.78978 16.71355  -0.119
O11 -3.93269 -0.54368 22.88664  -0.557
H42 3.70956 4.70556 19.54924  0.239
H43 -2.83251 3.01034 19.77538  0.423
H44 1.76132 -2.71112 22.25185  0.538
H45 3.29032 -2.42075 20.54751  0.548
H46 0.31243 -4.50347 26.46258  0.250
H47 -1.33814 1.14517 24.22709  0.413
C23 -2.86045 -1.61762 25.48776  -0.342
H48 -0.33170 -2.22881 22.90420  -0.895
H49 -3.45058 0.53572 18.23620  0.721
P1 -0.95778 -0.91082 18.47276  0.025
H50 3.06139 -0.17499 22.04335  -0.052
C24 -4.35093 -1.04308 21.60073  -0.405
H51 4.21204 -4.18594 22.77735  -0.161
H52 1.28556 -2.46947 21.69772  0.589
H53 -1.32137 -3.26849 20.21569  0.492
H54 4.50178 0.77738 19.48386  0.180
H55 6.07398 -2.64764 22.02559  0.284
O12 -0.56381 -2.18432 23.85218  -0.758
H56 -1.38968 -4.88048 16.30110  0.379
H57 0.75747 0.80763 24.10975  0.574
O13 5.28471 -1.79235 20.36680  -0.493
O14 3.51730 -1.97885 23.13269  -0.528
H58 0.96197 -3.59628 24.31277  0.182

Values from the calculation:
**Lowest unoccupied orbital energy (alpha / beta)**: -3.2 / -3.6 eV
**Highest occupied orbital energy (alpha / beta)**: -0.404 / -0.405 hartree
**Total charge**: +1
**DFT total energy**: -3494.1642 hartree
**Energy relative to the best compared isomer or geometry (same formula, charge and spin)**: 288.9 kcal per mole
**Gap between HOMO and LUMO (alpha / beta)**: 7.846 / 7.427 eV
**Multiplicity**: 6